No. 1
Below is a structure of composition C2H4O3P in a non-equilibrium geometry, with properties calculated with ωB97M-V/def2-TZVPD.

total charge: -1
relative energy (zero: lowest compared OMol25 entry of this formula, charge and spin): 41.7 kcal/mol
spin multiplicity: 3
gap between HOMO and LUMO (spin up / spin down): 5.734 / 6.302 eV
HOMO level (spin up / spin down): -1.336 / -5.036 eV

Positions of all 10 atoms, in Å:
O: -1.295 1.406 -0.478
C: 0.951 -0.587 -0.314
H: 0.755 1.546 -0.003
O: -1.503 -1.155 -0.948
H: 0.840 0.414 1.402
H: 1.028 -0.381 -1.418
H: 1.183 -1.582 -0.056
P: -1.342 -0.005 0.011
O: -1.558 -0.226 1.472
C: 0.941 0.570 0.333

Cartesian forces (eV/Å) of the 3 atoms listed first:
-0.4 -0.1 -0.6
-0.4 -5.6 -8.6
0.4 0.7 -0.8

---

No. 2
Below is the molecule C2H4O3S in a non-equilibrium geometry, with properties calculated with ωB97M-V/def2-TZVPD.

relative energy (zero: lowest compared OMol25 entry of this formula, charge and spin): 118.7 kcal/mol
gap between HOMO and LUMO (spin up / spin down): 7.871 / 7.872 eV
HOMO level (spin up / spin down): -8.052 / -8.052 eV

Positions of all 10 atoms, in Å:
H: 1.105 1.337 0.058
C: -0.337 -0.294 -0.364
O: 1.950 -0.569 -0.427
C: 0.957 0.470 -0.665
O: -0.640 -0.673 0.858
H: -2.501 -1.105 -1.143
H: 0.822 0.873 -1.674
O: 1.162 -1.692 -0.742
H: 0.099 -1.024 1.407
S: -1.499 -0.416 -1.545

Cartesian forces (eV/Å) of the 3 atoms listed first:
-0.1 -1.0 -0.8
2.7 -3.2 1.6
-0.6 3.4 -0.1

---

No. 3
Below is a structure of composition C2H4O3S in a non-equilibrium geometry, with properties calculated with ωB97M-V/def2-TZVPD.

relative energy (zero: lowest compared OMol25 entry of this formula, charge and spin): 61.0 kcal/mol
gap between HOMO and LUMO: 10.682 eV
HOMO level: -10.843 eV

Positions of all 10 atoms, in Å:
H: -3.088 0.352 1.326
C: -1.555 0.859 -0.429
H: 0.227 -0.139 0.414
C: -2.404 0.665 0.450
O: 2.615 -0.896 -1.472
H: 0.132 -1.665 0.322
O: 0.480 -0.983 0.814
O: 2.050 0.950 -0.027
H: -0.965 1.248 -1.321
S: 2.508 -0.392 -0.077

Cartesian forces (eV/Å) of the 3 atoms listed first:
1.6 0.8 -2.1
-1.8 0.7 0.5
-0.7 -0.1 0.2

---

No. 4
Below is the molecule C2H4O3S in a non-equilibrium geometry, with properties calculated with ωB97M-V/def2-TZVPD.

relative energy (zero: lowest compared OMol25 entry of this formula, charge and spin): 89.3 kcal/mol
gap between HOMO and LUMO (spin up / spin down): 7.787 / 7.018 eV
HOMO level (spin up / spin down): -7.213 / -6.620 eV

Positions of all 10 atoms, in Å:
H: 1.990 -1.571 -0.118
H: -2.371 0.514 0.421
H: 0.492 2.687 1.161
H: -0.467 -1.175 -1.653
O: -1.664 0.468 -0.177
C: 0.424 -1.070 -0.979
C: -0.415 0.771 0.304
O: 0.381 -0.254 -0.014
S: 0.218 1.620 1.808
O: 1.412 -1.989 -0.753

Cartesian forces (eV/Å) of the 3 atoms listed first:
0.4 0.1 0.4
-1.4 0.3 1.7
0.5 1.7 -0.8

---

No. 5
Below is a cluster of 2 separate species, C2H4O4 in total in a non-equilibrium geometry, with properties calculated with ωB97M-V/def2-TZVPD.

relative energy (zero: lowest compared OMol25 entry of this formula, charge and spin): 10.1 kcal/mol
SMILES: O=CO.O=CO
gap between HOMO and LUMO: 11.078 eV
HOMO level: -10.548 eV

Positions of all 10 atoms, in Å:
C: -1.588 -0.040 0.890
C: 1.796 0.211 -0.577
H: 1.502 0.545 0.446
O: 2.445 0.894 -1.306
O: -1.866 0.832 -0.050
O: 1.348 -0.996 -0.891
H: -2.188 0.164 1.790
H: 0.716 -1.343 -0.234
O: -0.798 -0.943 0.801
H: -1.367 0.676 -0.869

Cartesian forces (eV/Å) of the 3 atoms listed first:
0.1 -0.5 0.4
-0.3 0.4 0.9
0.1 -0.2 -0.3

---

No. 6
Below is a cluster of 2 separate species, C2H4O4 in total in a non-equilibrium geometry, with properties calculated with ωB97M-V/def2-TZVPD.

relative energy (zero: lowest compared OMol25 entry of this formula, charge and spin): 37.4 kcal/mol
SMILES: O=CO.O=CO
gap between HOMO and LUMO: 11.389 eV
HOMO level: -10.872 eV

Positions of all 10 atoms, in Å:
H: 1.698 -0.513 0.544
C: 1.238 -1.423 0.166
C: -0.726 1.528 0.277
H: -0.366 -2.205 -0.279
O: -0.537 1.740 -1.040
H: -0.304 0.619 0.656
O: 0.040 -1.350 -0.484
O: 1.738 -2.519 0.289
H: -1.472 1.855 -1.256
O: -1.309 2.268 1.128

Cartesian forces (eV/Å) of the 3 atoms listed first:
-0.2 0.4 -0.3
0.0 -2.8 -0.8
-1.2 2.6 4.6

---

No. 7
Below is a structure of composition C2H4O4PbS in a non-equilibrium geometry, with properties calculated with ωB97M-V/def2-TZVPD.

gap between HOMO and LUMO: 8.289 eV
HOMO level: -8.277 eV

Positions of all 12 atoms, in Å:
O: -1.165 0.050 -0.761
O: 2.253 1.138 -0.348
Pb: 0.755 0.373 -1.472
H: -2.840 1.048 -0.001
C: -1.498 -0.606 0.558
O: 4.147 -0.514 -0.444
H: -0.734 -1.223 1.030
O: 1.713 -1.179 -0.537
H: -1.239 1.580 0.775
C: -1.815 0.795 0.279
H: -2.390 -1.212 0.728
S: 2.811 -0.252 0.194

Cartesian forces (eV/Å) of the 3 atoms listed first:
-4.0 -2.0 2.5
1.6 0.7 1.6
1.0 1.4 -6.0

---

No. 8
Below is the molecule C2H4O6 in a non-equilibrium geometry, with properties calculated with ωB97M-V/def2-TZVPD.

spin multiplicity: 3
gap between HOMO and LUMO (spin up / spin down): 6.815 / 8.552 eV
HOMO level (spin up / spin down): -6.216 / -10.254 eV

Positions of all 12 atoms, in Å:
O: 1.695 0.943 -0.351
C: -0.761 0.069 -0.032
O: -0.836 -0.943 -1.062
O: 0.598 -0.972 -1.221
O: -1.031 -0.114 1.236
H: -1.981 0.133 1.361
O: -1.443 1.252 -0.543
H: 1.050 -1.690 0.825
H: 2.216 1.030 0.404
H: -1.718 1.222 -1.508
C: 0.875 -0.105 -0.090
O: 1.335 -0.825 0.983

Cartesian forces (eV/Å) of the 3 atoms listed first:
-1.8 -0.3 -2.0
1.9 2.2 -3.0
-13.0 0.6 2.8

---

No. 9
Below is the molecule C2H4OP2 in a non-equilibrium geometry, with properties calculated with ωB97M-V/def2-TZVPD.

relative energy (zero: lowest compared OMol25 entry of this formula, charge and spin): 19.0 kcal/mol
SMILES: O=P12CP1C2
gap between HOMO and LUMO (spin up / spin down): 6.876 / 6.574 eV
HOMO level (spin up / spin down): -8.260 / -8.201 eV

Positions of all 9 atoms, in Å:
P: 0.195 -0.196 1.415
H: 1.245 -1.885 -0.121
H: -1.235 1.602 0.830
C: -0.480 1.140 0.305
H: 1.842 -0.046 -0.312
C: 0.912 -0.821 -0.022
P: -0.737 -0.316 -0.997
O: -1.861 -1.239 -0.729
H: 0.119 1.760 -0.369

Cartesian forces (eV/Å) of the 3 atoms listed first:
-1.4 1.4 -0.8
-0.2 1.0 0.3
-1.8 1.5 0.6

---

No. 10
Below is a cluster of 2 separate species, C2H4OS in total in a non-equilibrium geometry, with properties calculated with ωB97M-V/def2-TZVPD.

relative energy (zero: lowest compared OMol25 entry of this formula, charge and spin): 108.1 kcal/mol
gap between HOMO and LUMO: 10.453 eV
HOMO level: -9.913 eV

Positions of all 8 atoms, in Å:
H: 0.824 0.327 0.860
H: 1.965 -1.145 0.266
H: -1.145 0.115 -1.960
C: -1.570 0.370 0.220
H: -1.703 0.746 1.206
S: 1.885 0.342 -0.099
C: -1.331 0.480 -0.986
O: 1.132 0.333 -1.304

Cartesian forces (eV/Å) of the 3 atoms listed first:
0.9 0.3 0.0
0.4 2.1 -0.2
0.0 0.4 -0.5

---

No. 11
Below is the molecule C2H4OS in a non-equilibrium geometry, with properties calculated with ωB97M-V/def2-TZVPD.

relative energy (zero: lowest compared OMol25 entry of this formula, charge and spin): 85.8 kcal/mol
SMILES: COC=S
gap between HOMO and LUMO (spin up / spin down): 7.683 / 7.683 eV
HOMO level (spin up / spin down): -8.264 / -8.265 eV

Positions of all 8 atoms, in Å:
H: 1.590 -1.036 -0.627
C: 1.038 -0.380 0.102
H: -0.769 1.344 -0.616
H: 1.494 -0.821 1.071
O: -0.312 -0.500 0.176
S: -3.138 0.151 -0.008
C: -1.086 0.459 -0.094
H: 1.184 0.782 -0.005

Cartesian forces (eV/Å) of the 3 atoms listed first:
-1.3 0.9 -0.1
4.2 1.5 1.3
0.7 0.6 0.2

---

No. 12
Below is the molecule C2H4OS2 in a non-equilibrium geometry, with properties calculated with ωB97M-V/def2-TZVPD.

relative energy (zero: lowest compared OMol25 entry of this formula, charge and spin): 58.6 kcal/mol
gap between HOMO and LUMO: 8.298 eV
HOMO level: -9.121 eV

Positions of all 9 atoms, in Å:
O: 1.941 -1.048 -0.311
S: -2.275 -0.626 0.467
S: 1.459 -0.141 0.666
H: -1.234 -0.572 -1.534
C: -1.157 -0.093 -0.568
H: -0.079 1.454 0.682
H: 0.555 1.275 -0.935
H: 0.718 -1.036 1.673
C: 0.072 0.787 -0.139

Cartesian forces (eV/Å) of the 3 atoms listed first:
1.8 -2.5 -2.6
0.1 0.4 0.1
-1.9 0.6 2.9

---

No. 13
Below is a cluster of 2 separate species, C2H4OS2 in total in a non-equilibrium geometry, with properties calculated with ωB97M-V/def2-TZVPD.

relative energy (zero: lowest compared OMol25 entry of this formula, charge and spin): 59.7 kcal/mol
gap between HOMO and LUMO: 8.405 eV
HOMO level: -9.123 eV

Positions of all 9 atoms, in Å:
C: -1.138 -0.477 0.793
C: 1.945 0.238 -0.679
H: 1.565 -0.858 -0.756
S: 3.235 0.758 0.150
H: -1.465 -1.560 0.747
H: 1.415 1.029 -1.211
S: -2.046 0.751 0.187
H: -0.293 -0.167 1.315
O: -3.218 0.286 -0.545

Cartesian forces (eV/Å) of the 3 atoms listed first:
-2.7 -0.3 -1.2
0.2 -0.7 0.2
0.8 2.0 0.2

---

No. 14
Below is a cluster of 2 separate species, C2H4OS2 in total in a non-equilibrium geometry, with properties calculated with ωB97M-V/def2-TZVPD.

relative energy (zero: lowest compared OMol25 entry of this formula, charge and spin): 92.5 kcal/mol
gap between HOMO and LUMO: 9.687 eV
HOMO level: -9.509 eV

Positions of all 9 atoms, in Å:
S: -0.905 -1.719 0.055
H: -0.429 0.460 -1.244
H: 1.394 1.715 1.030
H: 1.779 -0.790 -1.139
S: -1.102 0.460 0.041
C: 1.433 0.758 0.457
O: -2.497 0.808 -0.094
H: -1.224 -1.609 1.266
C: 1.551 -0.082 -0.372

Cartesian forces (eV/Å) of the 3 atoms listed first:
0.3 0.4 -2.4
-1.1 0.1 1.1
0.0 -1.8 -0.6

---

No. 15
Below is the molecule C2H4OS3, with properties calculated with ωB97M-V/def2-TZVPD.

relative energy (zero: lowest compared OMol25 entry of this formula, charge and spin): 24.7 kcal/mol
gap between HOMO and LUMO: 8.731 eV
HOMO level: -8.576 eV

Positions of all 10 atoms, in Å:
H: -0.503 -1.297 1.393
H: -0.553 2.282 -0.098
S: -1.298 0.006 -0.450
C: -0.272 1.303 0.320
H: -0.510 1.277 1.392
S: 1.472 1.057 -0.036
H: -0.592 -2.260 -0.099
S: 1.466 -1.061 -0.040
O: -2.610 -0.005 0.250
C: -0.262 -1.303 0.317

Cartesian forces (eV/Å) of the 3 atoms listed first:
0.1 0.1 -0.3
0.0 -0.4 0.1
-0.1 -0.1 0.0

---

No. 16
Below is the molecule C2H4OSi in a non-equilibrium geometry, with properties calculated with ωB97M-V/def2-TZVPD.

relative energy (zero: lowest compared OMol25 entry of this formula, charge and spin): 15.7 kcal/mol
SMILES: C#CO[SiH3]
gap between HOMO and LUMO: 10.069 eV
HOMO level: -9.451 eV

Positions of all 8 atoms, in Å:
C: 1.190 0.127 0.230
H: -1.023 -0.335 -1.393
H: -2.054 -1.117 0.749
C: 2.232 -0.226 -0.242
O: 0.023 0.543 0.565
H: 3.268 -0.387 -0.114
Si: -1.480 0.097 -0.017
H: -2.157 1.298 0.222

Cartesian forces (eV/Å) of the 3 atoms listed first:
-0.9 0.1 -0.3
-0.9 0.3 0.3
0.3 1.0 -0.5

---

No. 17
Below is a structure of composition C2H4OYb in a non-equilibrium geometry, with properties calculated with ωB97M-V/def2-TZVPD.

total charge: +3
spin multiplicity: 2
gap between HOMO and LUMO (spin up / spin down): 9.574 / 5.598 eV
HOMO level (spin up / spin down): -25.251 / -25.039 eV

Positions of all 8 atoms, in Å:
O: 1.303 0.180 0.388
Yb: 3.640 -0.096 0.316
H: -1.477 -0.668 0.916
H: -1.242 1.141 0.528
C: 0.263 -0.226 -0.110
H: 0.133 -0.375 -1.333
C: -1.101 0.101 0.225
H: -1.519 -0.056 -0.931

Cartesian forces (eV/Å) of the 3 atoms listed first:
-1.9 -2.1 -1.7
1.5 0.1 0.3
-0.5 -0.5 -0.1

---

No. 18
Below is a structure of composition C2H4P2 in a non-equilibrium geometry, with properties calculated with ωB97M-V/def2-TZVPD.

relative energy (zero: lowest compared OMol25 entry of this formula, charge and spin): 114.1 kcal/mol
gap between HOMO and LUMO (spin up / spin down): 7.272 / 7.274 eV
HOMO level (spin up / spin down): -8.338 / -8.339 eV

Positions of all 8 atoms, in Å:
C: 0.517 -0.746 -0.554
H: -3.356 1.661 -0.080
H: 2.618 -0.229 0.449
P: 1.287 -0.296 0.987
C: -2.537 0.929 -0.362
P: -1.041 0.604 -0.443
H: 1.015 -0.354 -1.437
H: 1.497 -1.568 1.439

Cartesian forces (eV/Å) of the 3 atoms listed first:
-2.4 1.2 -0.2
1.1 -1.5 -0.7
-0.3 0.3 0.4

---

No. 19
Below is the molecule C2H4P2S in a non-equilibrium geometry, with properties calculated with ωB97M-V/def2-TZVPD.

relative energy (zero: lowest compared OMol25 entry of this formula, charge and spin): 42.1 kcal/mol
gap between HOMO and LUMO (spin up / spin down): 6.842 / 6.842 eV
HOMO level (spin up / spin down): -8.166 / -8.167 eV

Positions of all 9 atoms, in Å:
H: -0.922 -1.042 -1.087
P: -0.247 2.513 -0.152
C: -0.550 -0.910 -0.084
C: 0.789 -0.450 0.138
S: -1.889 1.462 0.258
H: -1.126 -1.347 0.713
H: 1.089 -0.503 1.186
H: 1.489 -1.022 -0.483
P: 1.368 1.297 -0.489

Cartesian forces (eV/Å) of the 3 atoms listed first:
0.0 -0.1 -0.1
0.4 -0.6 -0.2
-0.8 1.9 0.2

---

No. 20
Below is a cluster of 2 separate species, C2H4S in total in a non-equilibrium geometry, with properties calculated with ωB97M-V/def2-TZVPD.

relative energy (zero: lowest compared OMol25 entry of this formula, charge and spin): 46.9 kcal/mol
SMILES: C#C.S
gap between HOMO and LUMO: 10.655 eV
HOMO level: -9.983 eV

Positions of all 7 atoms, in Å:
H: -3.657 -0.711 -0.196
C: -1.601 0.110 0.185
H: 2.666 1.218 -0.104
S: 2.236 -0.044 -0.067
H: -0.592 0.224 0.281
C: -2.692 -0.393 -0.008
H: 3.641 -0.404 -0.090

Cartesian forces (eV/Å) of the 3 atoms listed first:
-1.2 -0.4 -0.2
-3.5 -1.9 -0.7
-0.3 0.3 0.0